# C62H61F3Li4N11O9

A molecular structure, C62H61F3Li4N11O9 (ωB97M-V/def2-TZVPD, the OMol25 dataset).

Atoms and positions in Å:
Li: -2.6802 0.0153 0.6926
Li: 2.5038 0.3930 1.3803
Li: 0.3286 -0.5592 -1.8807
Li: -0.7186 -1.5038 2.8235
C: 0.1566 -0.0690 0.5604
O: 0.3626 -0.1899 1.7181
O: -0.8367 -0.2681 -0.1066
O: 1.1411 0.2194 -0.0999
C: -4.0122 -1.8669 2.9627
O: -5.1076 -1.4496 2.1423
O: -2.8463 -1.2945 2.4087
C: -4.2976 -1.4858 4.5079
F: -3.9446 -0.2466 4.9370
F: -5.5610 -1.5876 4.8433
F: -3.5943 -2.3504 5.3075
C: -6.2394 -2.2854 1.8842
C: -7.4787 -1.5509 1.1520
H: -8.0228 -0.7988 1.7233
H: -7.0537 -1.0814 0.2648
H: -8.2554 -2.2302 0.8006
H: -6.6062 -2.8554 2.7378
H: -5.9809 -3.0075 1.1097
H: -3.9055 -2.9517 2.9594
C: -2.0640 1.4932 -8.5834
C: -1.0632 1.1520 -7.7304
C: -1.2553 1.1770 -6.3564
C: -2.5329 1.6369 -5.8122
C: -3.5278 2.1493 -6.6909
C: -3.2455 2.1041 -8.0467
N: -2.7414 1.6514 -4.3540
O: -1.9138 1.0219 -3.6605
O: -3.6471 2.2970 -3.9117
H: -1.8146 1.5247 -9.6337
H: -0.1435 0.7912 -8.1666
H: -0.4424 0.9579 -5.6799
H: -4.4860 2.5254 -6.3642
H: -3.9420 2.5038 -8.7689
C: 3.9688 5.5531 -4.0769
C: 2.6657 5.8792 -4.0059
C: 2.0548 5.8076 -2.7453
C: 2.7715 5.3425 -1.6049
C: 4.0735 5.0105 -1.7246
C: 4.7349 5.2195 -2.9145
N: 2.1530 5.0986 -0.2749
O: 0.9111 5.0183 -0.3237
O: 2.8217 4.9917 0.6875
H: 4.4430 5.9541 -4.9605
H: 2.0434 6.0214 -4.8771
H: 1.0063 6.0642 -2.7099
H: 4.5822 4.4519 -0.9529
H: 5.7798 4.9706 -3.0265
N: 4.4151 0.9283 0.2025
C: 5.6598 1.2557 0.7996
C: 6.7639 1.6106 0.0554
C: 6.5932 1.8445 -1.3080
C: 5.4522 1.4075 -1.9197
C: 4.3643 1.0682 -1.1475
H: 5.7169 0.9365 1.8297
H: 7.6934 1.7651 0.5832
H: 7.5354 2.0242 -1.8044
H: 5.4151 1.4796 -2.9966
H: 3.4468 0.7502 -1.6204
N: -4.0484 -0.7053 -0.7018
C: -4.3312 -1.9846 -0.9603
C: -5.1000 -2.3801 -2.0901
C: -5.7088 -1.3761 -2.8486
C: -5.4996 -0.0032 -2.5599
C: -4.7060 0.2728 -1.4740
H: -3.7938 -2.7541 -0.4260
H: -5.3746 -3.4199 -2.1892
H: -6.3885 -1.7371 -3.6063
H: -6.0102 0.8059 -3.0611
H: -4.5043 1.2697 -1.1109
N: -3.0070 1.8426 1.4929
C: -2.0519 2.7632 1.1230
C: -2.2898 4.1488 1.1440
C: -3.5860 4.4828 1.7174
C: -4.4861 3.5158 2.1724
C: -4.1957 2.1560 2.0956
H: -1.0965 2.4046 0.7693
H: -1.5741 4.9213 0.9043
H: -3.6592 5.5446 1.9005
H: -5.4356 3.8782 2.5378
H: -4.8277 1.3802 2.5020
N: -0.7516 -0.8022 4.8112
C: -0.5698 0.5252 5.0197
C: -0.7813 1.0715 6.2460
C: -1.0685 0.3908 7.3908
C: -1.1261 -0.9724 7.2174
C: -0.9362 -1.5204 5.9350
H: -0.2365 1.0712 4.1496
H: -0.6533 2.1397 6.3414
H: -1.2778 0.7896 8.3724
H: -1.2498 -1.5779 8.1032
H: -1.1616 -2.5595 5.7457
N: -0.4472 -3.6380 2.9362
C: -1.1347 -4.3799 1.9725
C: -0.8164 -5.5887 1.5168
C: 0.2786 -6.1996 2.1845
C: 0.8801 -5.5957 3.2843
C: 0.4590 -4.3116 3.6156
H: -1.9714 -3.8448 1.5482
H: -1.3980 -5.9855 0.6977
H: 0.4952 -7.2409 1.9968
H: 1.7215 -6.0236 3.8089
H: 0.9836 -3.7920 4.4038
N: 3.0817 1.3622 3.1952
C: 3.2103 0.6378 4.3634
C: 3.3618 1.1662 5.6289
C: 3.5531 2.5074 5.7256
C: 3.3799 3.3302 4.6516
C: 3.0559 2.7424 3.4077
H: 3.1180 -0.4106 4.1207
H: 3.3793 0.5496 6.5154
H: 3.8718 2.9605 6.6527
H: 3.3879 4.3901 4.8590
H: 2.6875 3.4095 2.6424
N: 3.1728 -1.6498 1.7858
C: 4.3972 -1.8919 2.4306
C: 5.0176 -3.1441 2.5706
C: 4.3630 -4.2085 1.8729
C: 3.0995 -4.0126 1.2719
C: 2.5978 -2.7030 1.2627
H: 4.8846 -0.9707 2.7137
H: 6.0093 -3.2831 2.9751
H: 4.8960 -5.1116 1.6148
H: 2.5535 -4.8032 0.7787
H: 1.7282 -2.5006 0.6551
N: 0.6676 -2.6095 -2.1269
C: 1.7941 -3.3236 -2.4433
C: 1.7924 -4.7139 -2.6951
C: 0.4982 -5.4079 -2.4307
C: -0.6001 -4.7980 -1.9282
C: -0.4212 -3.3956 -1.7736
H: 2.7187 -2.8060 -2.6521
H: 2.5975 -5.2487 -3.1771
H: 0.2536 -6.4142 -2.7372
H: -1.4561 -5.4250 -1.7272
H: -1.2064 -2.8265 -1.2984
N: 1.3471 -0.1017 -3.5375
C: 1.6343 1.2472 -3.5434
C: 2.3948 1.9959 -4.4319
C: 3.0083 1.1663 -5.4591
C: 2.7630 -0.1912 -5.5782
C: 1.8374 -0.7297 -4.6973
H: 1.2368 1.7689 -2.6854
H: 2.6238 3.0371 -4.2589
H: 3.7529 1.5378 -6.1475
H: 3.1494 -0.7571 -6.4130
H: 1.6466 -1.7863 -4.8142

Values from the calculation:
Kohn-Sham gap (eV): 6.904
Largest force on an atom (eV Å⁻¹): 9.43
Total charge: +1
Calculated total energy (Ha): -4008.217453
Lowest unoccupied orbital energy (eV): -2.31



# C38H44Br2F2N3O5SiSr

A molecular structure, C38H44Br2F2N3O5SiSr (ωB97M-V/def2-TZVPD, the OMol25 dataset).

Atoms and positions in Å:
Sr: -0.1639 0.4362 -0.6886
C: 2.2530 -0.9585 1.9701
C: 0.9219 -0.9254 2.6696
C: 0.8214 -1.3403 4.0143
C: -0.3649 -1.2164 4.6723
C: -1.4811 -0.6595 4.0118
C: -2.7259 -0.3981 4.6298
Br: -3.0193 -0.8512 6.4590
C: -3.7348 0.2113 3.9365
C: -3.5549 0.5525 2.5965
Br: -4.9634 1.4327 1.6772
C: -2.3858 0.2786 1.8643
O: -2.2373 0.5557 0.6433
C: -1.3095 -0.3176 2.6478
N: -0.1173 -0.4715 2.0093
H: 3.0439 -0.6275 2.6457
H: 2.2452 -0.2938 1.1067
H: 2.4990 -1.9684 1.6334
H: 1.6970 -1.7349 4.5151
H: -0.4594 -1.5144 5.7080
H: -4.6759 0.4342 4.4196
F: -4.4589 -1.9686 -4.3581
C: -3.2194 -2.1514 -3.8282
C: -2.7782 -1.3367 -2.8067
C: -1.5006 -1.4865 -2.2518
C: -0.7054 -2.5376 -2.7664
C: -1.1916 -3.3279 -3.8045
F: -0.4257 -4.3112 -4.3715
C: -2.4411 -3.1595 -4.3623
C: 0.6737 -2.7259 -2.2367
C: 1.3733 -3.9373 -2.2977
C: 2.6792 -3.9986 -1.8514
C: 3.2916 -2.8542 -1.3638
C: 2.5275 -1.7038 -1.2985
N: 1.2531 -1.6487 -1.6827
H: -3.4577 -0.5685 -2.4446
H: -2.7817 -3.7823 -5.1766
H: 0.8944 -4.8176 -2.6958
H: 3.2203 -4.9364 -1.8976
H: 4.3238 -2.8481 -1.0391
H: 2.9456 -0.7683 -0.9399
C: 0.2092 4.8844 2.8879
C: 1.3104 4.0932 2.6027
C: 1.1216 2.9356 1.8621
N: -0.0746 2.5462 1.4275
C: -1.1317 3.3089 1.7059
C: -1.0367 4.4884 2.4309
H: 0.3218 5.7990 3.4575
H: 2.3030 4.3714 2.9317
H: 1.9577 2.3088 1.5725
H: -2.0863 2.9487 1.3359
H: -1.9239 5.0747 2.6293
C: 0.8536 2.9018 -5.1834
C: 0.1442 1.8367 -4.3526
C: 0.4024 0.4457 -4.9229
C: -1.3543 2.1139 -4.3100
O: 0.5917 1.8850 -2.9904
Si: 2.1367 2.1101 -2.3651
O: 1.9740 1.6395 -0.8690
O: 3.1162 1.2324 -3.3707
C: 4.5389 1.1934 -3.4104
C: 5.1417 1.3913 -2.0203
C: 4.9093 -0.1828 -3.9497
C: 5.0371 2.2823 -4.3598
O: 2.6538 3.6734 -2.5979
C: 2.3472 4.7955 -1.7658
C: 0.8693 4.8147 -1.3772
C: 2.6837 6.0292 -2.5943
C: 3.2228 4.7343 -0.5171
H: 0.4594 2.9020 -6.2012
H: 1.9264 2.7037 -5.2226
H: 0.7024 3.8909 -4.7459
H: 0.0555 0.3910 -5.9575
H: -0.1325 -0.3030 -4.3360
H: 1.4697 0.2243 -4.8881
H: -1.7830 2.0736 -5.3133
H: -1.5430 3.1023 -3.8842
H: -1.8537 1.3611 -3.6969
H: 4.7344 0.6583 -1.3225
H: 4.9045 2.3867 -1.6400
H: 6.2271 1.2814 -2.0639
H: 4.5452 -0.9643 -3.2799
H: 5.9929 -0.2764 -4.0521
H: 4.4470 -0.3317 -4.9271
H: 4.7059 3.2571 -4.0012
H: 4.6226 2.1179 -5.3566
H: 6.1274 2.2720 -4.4270
H: 0.2452 4.7939 -2.2732
H: 0.6403 5.7185 -0.8082
H: 0.6331 3.9445 -0.7634
H: 2.0624 6.0547 -3.4914
H: 3.7311 5.9981 -2.9000
H: 2.5093 6.9404 -2.0178
H: 3.0179 3.8012 0.0095
H: 3.0175 5.5786 0.1454
H: 4.2777 4.7604 -0.8005

Values from the calculation:
Energy relative to the best compared isomer or geometry (same formula, charge and spin) (eV): 0.000
Kohn-Sham gap (eV): 6.962
Largest force on an atom (eV Å⁻¹): 0.41
Total charge: -1
Calculated total energy (Ha): -7683.307012
Lowest unoccupied orbital energy (eV): 2.30



# C37H43BrN6O4

6 unconnected molecules or ions with the total composition C37H43BrN6O4 (ωB97M-V/def2-TZVPD, the OMol25 dataset).

Atoms and positions in Å:
C: 3.0146 -0.6705 3.7916
C: 2.0564 -0.7017 3.0731
N: 0.9648 -0.5468 2.2643
C: -0.1494 0.0346 3.0566
C: -1.3976 0.3321 2.2410
C: -2.5370 0.7474 3.1993
C: -3.7457 -0.1475 3.0627
O: -4.2667 -0.3627 2.0161
O: -4.2054 -0.6875 4.2325
C: -3.5265 -1.9466 4.4955
C: -2.9466 -1.9619 5.9048
C: 1.3335 0.2538 1.1430
O: 1.1195 1.4269 1.0442
O: 1.9586 -0.4730 0.1889
C: 3.3400 -0.1072 0.0185
C: 4.0218 -1.1084 -0.9193
C: 3.3682 -2.4830 -0.8832
Br: 5.8764 -1.3111 -0.3124
H: 3.6925 -0.7991 4.6055
H: -0.4098 -0.7162 3.8030
H: 0.1579 0.9304 3.5998
H: -1.2203 1.1527 1.5529
H: -1.6931 -0.5204 1.6323
H: -2.8150 1.7871 3.0448
H: -2.1925 0.6811 4.2329
H: -2.7365 -2.0766 3.7539
H: -4.2366 -2.7574 4.3530
H: -3.0410 -2.9652 6.3135
H: -1.8860 -1.7182 5.8990
H: -3.4730 -1.2455 6.5274
H: 3.8571 -0.1213 0.9764
H: 3.4194 0.9023 -0.3871
H: 4.0583 -0.7290 -1.9323
H: 2.4185 -2.4531 -1.4094
H: 4.0484 -3.1946 -1.3444
H: 3.2266 -2.8144 0.1436
C: 2.6255 0.7718 -6.6302
C: 1.9110 1.0296 -5.4722
C: 2.5050 0.7385 -4.2546
N: 3.7271 0.2207 -4.1344
C: 4.4013 -0.0218 -5.2567
C: 3.8987 0.2361 -6.5230
H: 2.1921 0.9875 -7.5977
H: 0.9145 1.4476 -5.5131
H: 1.9800 0.9267 -3.3231
H: 5.3913 -0.4453 -5.1280
H: 4.4913 0.0198 -7.4011
C: -1.9422 -0.2010 -9.3470
C: -2.2360 0.7376 -8.3717
C: -1.2981 1.7225 -8.1017
N: -0.1252 1.8171 -8.7250
C: 0.1408 0.9061 -9.6596
C: -0.7280 -0.1164 -10.0081
H: -2.6479 -0.9854 -9.5882
H: -3.1717 0.7096 -7.8308
H: -1.4914 2.4784 -7.3480
H: 1.1027 1.0050 -10.1517
H: -0.4575 -0.8270 -10.7767
C: 3.6865 2.7589 2.9892
C: 3.4598 3.5809 4.0816
C: 4.5277 4.2906 4.6093
N: 5.7666 4.2281 4.1266
C: 5.9697 3.4354 3.0766
C: 4.9708 2.6860 2.4735
H: 2.8773 2.1935 2.5503
H: 2.4739 3.6720 4.5174
H: 4.3887 4.9456 5.4627
H: 6.9874 3.4014 2.7034
H: 5.1979 2.0590 1.6210
C: -5.5339 2.6798 6.9124
C: -6.4875 2.7158 7.9164
C: -7.1089 1.5298 8.2754
N: -6.8437 0.3567 7.7057
C: -5.9260 0.3400 6.7406
C: -5.2405 1.4667 6.3095
H: -5.0259 3.5849 6.6040
H: -6.7457 3.6416 8.4119
H: -7.8595 1.5132 9.0582
H: -5.7370 -0.6254 6.2893
H: -4.5064 1.3948 5.5230
C: -2.0197 -3.5053 -3.4648
C: -0.9910 -2.5941 -3.6382
C: 0.2959 -3.0801 -3.8149
N: 0.6019 -4.3754 -3.8244
C: -0.3980 -5.2376 -3.6559
C: -1.7195 -4.8576 -3.4743
H: -3.0384 -3.1673 -3.3238
H: -1.1786 -1.5290 -3.6360
H: 1.1305 -2.4003 -3.9561
H: -0.1206 -6.2861 -3.6663
H: -2.4911 -5.6037 -3.3429

Values from the calculation:
SMILES string: C#CN(CCCC(=O)OCC)C(=O)OC[C@H](C)Br.c1ccncc1.c1ccncc1.c1ccncc1.c1ccncc1.c1ccncc1
Energy relative to the best compared isomer or geometry (same formula, charge and spin) (eV): 0.115
Kohn-Sham gap (eV): 10.014
Largest force on an atom (eV Å⁻¹): 0.93
Total charge: 0
Calculated total energy (Ha): -4639.084439
Lowest unoccupied orbital energy (eV): 0.41



# C17H18AlIN3O3

A molecular structure, C17H18AlIN3O3 (ωB97M-V/def2-TZVPD, the OMol25 dataset).

Atoms and positions in Å:
Al: -0.5654 -0.2001 -1.3188
C: 3.6375 1.0556 -2.1483
C: 3.3052 0.8469 -0.7041
N: 4.2108 1.1198 0.2067
C: 3.9277 0.9263 1.5098
C: 2.7258 0.4546 1.9676
C: 2.5103 0.2904 3.4520
O: 2.0945 -1.0327 3.7945
C: 1.7262 0.1743 1.0053
C: 0.4375 -0.3203 1.4302
N: -0.5659 -0.5709 0.6539
C: -1.7607 -1.0711 1.2592
C: -2.2684 -0.5654 2.4490
C: -3.4261 -1.0991 2.9922
C: -4.0965 -2.1312 2.3505
C: -3.6153 -2.6321 1.1487
C: -2.4571 -2.0897 0.6236
I: -1.6966 -2.7835 -1.1880
C: 2.0208 0.3634 -0.3445
O: 1.1636 0.1056 -1.3190
H: 4.6406 1.4659 -2.2264
H: 2.9272 1.7379 -2.6181
H: 3.5864 0.1147 -2.6990
H: 4.7241 1.1549 2.2085
H: 1.7419 0.9801 3.8087
H: 3.4336 0.5544 3.9678
H: 2.8441 -1.5236 4.1414
H: 0.3180 -0.5281 2.4891
H: -1.7693 0.2610 2.9392
H: -3.8114 -0.6967 3.9190
H: -5.0011 -2.5431 2.7760
H: -4.1347 -3.4298 0.6364
N: -1.1708 0.4482 -5.1456
C: -1.1253 0.4671 -3.8288
O: -0.6207 -0.5097 -3.2086
C: -1.6417 1.6504 -3.0444
C: -1.8671 1.2341 -1.5832
H: -0.7824 -0.3318 -5.6526
H: -1.5804 1.2126 -5.6557
H: -2.5173 2.0640 -3.5503
H: -0.8574 2.4112 -3.1188
H: -2.8949 0.8806 -1.4624
H: -1.7496 2.0846 -0.9125

Values from the calculation:
Kohn-Sham gap (eV): 7.769
Largest force on an atom (eV Å⁻¹): 0.46
Total charge: +1
Calculated total energy (Ha): -1588.687090
Lowest unoccupied orbital energy (eV): -3.51



# C4H11N5

A single C4H11N5 molecule (ωB97M-V/def2-TZVPD, the OMol25 dataset).

Atoms and positions in Å:
C: -0.7331 1.0085 1.8238
C: -1.4986 0.7949 -1.3246
N: 1.0951 0.3269 -1.1173
C: 1.1876 -0.2952 0.1815
C: -0.2936 0.4258 -0.5247
N: 0.0062 -2.1366 -0.8463
N: 2.3415 -0.7682 0.7239
N: -0.0806 -1.0156 0.0271
N: 0.1678 1.0572 0.6881
H: 1.5466 1.2410 -1.1583
H: 0.3352 -1.8549 -1.7717
H: -0.9249 -2.5296 -0.9241
H: 2.3391 -1.7466 0.9847
H: 2.8126 -0.2138 1.4266
H: -0.2017 1.3734 2.7030
H: -1.1213 0.0005 2.0207
H: -1.5909 1.6677 1.6505
H: -2.3852 0.7298 -0.6951
H: -1.3949 1.8146 -1.6941
H: -1.6069 0.1203 -2.1737

Values from the calculation:
Energy relative to the best compared isomer or geometry (same formula, charge and spin) (eV): 3.380
Kohn-Sham gap (eV): 9.669
Largest force on an atom (eV Å⁻¹): 2.06
Total charge: 0
Calculated total energy (Ha): -432.656036
Lowest unoccupied orbital energy (eV): 1.07



# C36H28I2N2O2PZr

A molecular structure, C36H28I2N2O2PZr (ωB97M-V/def2-TZVPD, the OMol25 dataset).

Atoms and positions in Å:
Zr: -5.5947 -13.5471 16.2547
C: -6.3612 -17.0595 13.0255
C: -5.5203 -17.2193 14.2296
N: -4.6150 -18.1773 14.0694
C: -3.6612 -18.4089 14.9592
C: -3.5922 -17.7412 16.1757
C: -2.3894 -18.0286 17.0148
O: -2.5797 -17.8373 18.3920
C: -4.5495 -16.7247 16.3955
C: -4.6442 -16.0575 17.6656
N: -5.1462 -14.8361 17.8786
C: -5.4972 -14.3395 19.1514
C: -4.6721 -14.4355 20.2740
C: -5.0908 -13.9747 21.5064
C: -6.3678 -13.4673 21.6579
C: -7.2013 -13.3205 20.5410
C: -6.7640 -13.7366 19.2895
I: -8.1576 -13.6133 17.5925
C: -5.5167 -16.4314 15.3777
O: -6.2255 -15.3268 15.5190
H: -5.7541 -17.3018 12.1576
H: -7.2067 -17.7520 13.0651
H: -6.7748 -16.0494 12.9238
H: -2.9063 -19.1465 14.6819
H: -2.1168 -19.0784 16.8040
H: -1.5705 -17.3973 16.6114
H: -1.8318 -18.2208 18.8941
H: -4.1874 -16.6159 18.4522
H: -3.6745 -14.8741 20.1482
H: -4.3838 -13.9706 22.3552
H: -6.6872 -13.1136 22.6487
H: -8.1714 -12.8476 20.6386
I: -3.4380 -13.7669 14.0785
C: -2.7080 -11.8284 13.2097
C: -1.6697 -12.1031 12.3498
C: -0.8433 -11.1126 11.8150
C: -1.0541 -9.8079 12.2214
C: -2.1423 -9.4525 13.0706
C: -2.2950 -8.0884 13.4457
C: -3.3850 -7.7187 14.1992
C: -4.3646 -8.6631 14.5674
C: -4.2155 -10.0059 14.3090
P: -5.4911 -11.0584 15.0828
C: -4.9502 -10.9336 16.8433
C: -5.5534 -9.9695 17.6397
C: -5.1197 -9.8082 18.9633
C: -4.1453 -10.6281 19.4934
C: -3.4618 -11.5535 18.6835
C: -3.8253 -11.6728 17.3315
C: -7.0695 -10.1943 14.9044
C: -7.3003 -9.5442 13.6952
C: -8.4974 -8.9050 13.4404
C: -9.5643 -9.0143 14.3242
C: -9.3736 -9.7164 15.5032
C: -8.1324 -10.2844 15.8056
C: -3.0718 -10.4948 13.5411
H: -1.4824 -13.1369 12.0898
H: -0.0075 -11.3775 11.1420
H: -0.4080 -9.0006 11.8349
H: -1.5258 -7.3700 13.1358
H: -3.5452 -6.6745 14.4679
H: -5.2536 -8.2826 15.0992
H: -6.2998 -9.2742 17.2455
H: -5.5395 -9.0159 19.6075
H: -3.8706 -10.5233 20.5552
H: -2.6822 -12.1788 19.1115
H: -3.1110 -12.0868 16.6120
H: -6.5012 -9.4779 12.9548
H: -8.6432 -8.2697 12.5448
H: -10.5288 -8.5419 14.0767
H: -10.1806 -9.7762 16.2368
H: -8.0095 -10.8044 16.7541

Values from the calculation:
Energy relative to the best compared isomer or geometry (same formula, charge and spin) (eV): 0.000
Kohn-Sham gap (eV): 5.566
Largest force on an atom (eV Å⁻¹): 2.68
Total charge: +3
Calculated total energy (Ha): -2631.481473
Lowest unoccupied orbital energy (eV): -10.43